Below is a structure of composition C39H54N6OPS2Sc in a non-equilibrium geometry, with properties calculated with ωB97M-V/def2-TZVPD.

As for the charge: +2. For the relative energy (zero: lowest compared OMol25 entry of this formula, charge and spin), the calculation gives 0.309 eV. As for the LUMO energy: -7.168 eV.

Last column: Löwdin charge in e.
CARTESIAN COORDINATES (ANGSTROEM)
Sc: -1.8111 0.3223 0.6810  0.84
C: -5.2490 3.6337 4.2025  -0.37
S: -4.1368 4.1669 2.8489  0.89
C: -3.7733 2.6106 2.0380  -0.99
S: -2.8243 2.6110 0.5281  0.59
N: -4.0991 1.4482 2.5991  -0.07
N: -3.6265 0.3320 1.9023  -0.13
C: -3.8203 -0.8197 2.5818  -0.02
C: -3.2805 -2.0606 2.1191  -0.27
C: -3.6865 -3.2960 2.6939  0.03
C: -3.0899 -4.4023 2.1656  -0.01
C: -2.0355 -4.3268 1.2197  -0.02
C: -1.6921 -3.1218 0.7243  -0.09
N: -2.3343 -1.9524 1.1652  0.01
H: -5.7681 4.5793 4.4462  0.04
H: -4.6833 3.3096 5.0871  0.05
H: -5.9826 2.8763 3.8928  0.05
H: -4.4902 -0.7917 3.4601  0.15
H: -4.3216 -3.2843 3.5857  0.14
H: -3.4339 -5.4120 2.4883  0.15
H: -1.5688 -5.2589 0.9256  0.13
H: -0.8653 -2.9848 0.0023  0.12
C: 3.5948 -1.4713 -1.1820  -0.18
C: 2.2920 -2.1258 -0.7161  -0.19
C: 1.8631 -1.4760 0.6223  -0.19
C: 2.0803 0.0481 0.6403  -0.45
C: 2.1923 0.5600 -0.8106  -0.19
C: 3.5016 0.0120 -1.3744  -0.17
P: 0.8276 1.0433 1.6769  1.11
C: 1.0645 0.5776 3.5341  -0.37
C: 2.5496 0.3426 3.9626  -0.18
C: 2.7935 -1.0671 4.6040  -0.15
C: 1.7339 -1.3567 5.7400  -0.15
C: 0.3003 -1.3347 5.1824  -0.19
C: 0.1155 -0.6191 3.8542  -0.23
C: 1.4372 2.8485 1.6937  -0.40
C: 2.9736 2.9326 1.7296  -0.21
C: 3.5113 4.1068 0.9104  -0.17
C: 2.7188 5.4153 1.2427  -0.16
C: 1.2853 5.2414 0.7128  -0.16
C: 0.9491 3.7335 0.5336  -0.22
H: 4.0148 -1.9424 -2.0340  0.10
H: 4.2435 -1.6973 -0.3261  0.12
H: 2.5379 -3.1791 -0.5440  0.12
H: 1.5195 -2.0554 -1.4567  0.09
H: 2.5126 -1.9251 1.4392  0.13
H: 0.7894 -1.7290 0.8772  0.07
H: 3.0254 0.2150 1.1192  0.08
H: 2.2673 1.6362 -0.7931  0.08
H: 1.2452 0.2860 -1.3633  0.12
H: 4.3314 0.5419 -0.8599  0.14
H: 3.5925 0.2586 -2.3942  0.09
H: 0.7089 1.4568 4.0631  0.10
H: 2.7803 1.2608 4.5722  0.13
H: 3.2191 0.4210 3.0852  0.08
H: 3.8336 -1.1063 4.9927  0.12
H: 2.6592 -1.8368 3.8268  0.10
H: 1.8294 -0.5699 6.4998  0.12
H: 1.8447 -2.3260 6.1319  0.09
H: -0.3707 -0.9274 5.9006  0.10
H: -0.1010 -2.3142 5.1135  0.10
H: -0.9281 -0.2266 3.8727  0.10
H: 0.1010 -1.3338 3.0493  0.06
H: 1.1037 3.2329 2.6275  0.10
H: 3.3621 2.0907 1.2005  0.07
H: 3.4088 2.9362 2.7638  0.14
H: 3.3476 3.9256 -0.1713  0.12
H: 4.5442 4.1589 1.1612  0.11
H: 3.2580 6.2775 0.8375  0.12
H: 2.7022 5.5633 2.3020  0.10
H: 1.1387 5.7141 -0.2430  0.10
H: 0.4864 5.7130 1.3240  0.12
H: 1.4649 3.3425 -0.3664  0.09
H: -0.1372 3.5144 0.4555  0.05
C: 2.8759 -1.5451 -5.7006  -0.06
C: 1.4042 -1.7114 -5.8809  -0.27
C: 0.7172 -2.7781 -5.2185  -0.04
C: -0.6439 -2.8975 -5.2054  -0.03
C: -1.4156 -1.9487 -5.9240  -0.26
N: -2.8096 -2.1383 -5.9873  0.11
C: -3.6894 -2.5702 -5.0213  -0.54
O: -4.6580 -3.2128 -5.3393  0.11
N: -3.3603 -2.2017 -3.7057  0.15
C: -2.7640 -0.9441 -3.3062  -0.17
C: -2.7235 0.2046 -4.0952  0.06
C: -2.0013 1.3195 -3.6088  0.02
C: -1.5826 1.3355 -2.2905  -0.13
N: -1.8552 0.2960 -1.4517  -0.10
C: -2.4678 -0.7967 -1.9513  -0.06
C: -0.7918 -0.8650 -6.5684  -0.02
C: 0.6226 -0.7810 -6.5739  -0.03
H: 3.3498 -2.5395 -5.5412  0.09
H: 3.1569 -0.8796 -4.8211  0.09
H: 3.3360 -1.1256 -6.6126  0.09
H: 1.2998 -3.4859 -4.6271  0.11
H: -1.0804 -3.7797 -4.7267  0.12
H: -3.2803 -2.3277 -6.8616  0.16
H: -4.0442 -2.5089 -3.0275  0.15
H: -3.1836 0.1897 -5.0806  0.14
H: -1.9147 2.1488 -4.2721  0.12
H: -0.9800 2.1462 -1.8774  0.11
H: -2.7425 -1.6148 -1.2566  0.11
H: -1.3877 -0.1214 -7.1382  0.13
H: 1.0670 0.1673 -6.9057  0.12


Below is a structure of composition C31H24IMnN9O8, with properties calculated with ωB97M-V/def2-TZVPD.

For the relative energy (zero: lowest compared OMol25 entry of this formula, charge and spin), the calculation gives 0.000 eV. As for the LUMO energy (spin up / spin down): -0.205 / -0.202 eV. Its expectation value of S² is 0.77. The multiplicity is 2.

Last column: Löwdin spin population.
CARTESIAN COORDINATES (ANGSTROEM)
Mn: -1.2943 0.7161 -0.5784  1.00
N: 3.2640 -2.4067 -0.4249  0.00
C: 2.0366 -2.3964 0.1439  0.00
N: 0.9390 -2.1121 -0.4576  0.00
C: 0.9899 -1.7675 -1.7997  0.00
N: -0.0330 -1.3379 -2.4457  0.00
N: -1.1301 -0.9923 -1.6840  -0.01
C: -2.2267 -1.5999 -1.9119  0.00
C: -3.4006 -1.1024 -1.2096  0.00
C: -4.6334 -1.7329 -1.2633  0.00
C: -5.6871 -1.1971 -0.5449  0.00
C: -5.4735 -0.0459 0.1965  0.00
C: -4.2143 0.5288 0.1877  0.00
N: -3.1953 0.0198 -0.4985  -0.01
C: 2.2658 -1.8872 -2.5234  0.00
C: 2.3849 -1.6540 -3.8950  0.00
C: 3.6189 -1.7074 -4.5073  0.00
C: 4.7601 -1.9905 -3.7534  0.00
C: 4.6637 -2.2256 -2.3990  0.00
C: 3.4117 -2.1766 -1.7870  0.00
H: 4.0740 -2.5949 0.1414  0.00
H: 2.0059 -2.6475 1.2014  0.00
H: -2.2885 -2.4347 -2.6026  0.00
H: -4.7504 -2.6327 -1.8516  0.00
H: -6.6598 -1.6701 -0.5607  0.00
H: -6.2666 0.4065 0.7745  0.00
H: -4.0043 1.4296 0.7495  0.00
H: 1.4878 -1.4245 -4.4535  0.00
H: 3.7057 -1.5271 -5.5702  0.00
H: 5.7292 -2.0272 -4.2334  0.00
H: 5.5451 -2.4421 -1.8078  0.00
C: -1.4864 2.7489 2.6688  0.00
C: -1.7683 3.2777 1.3098  0.00
N: -1.7022 2.5923 0.1871  0.00
C: -2.0483 3.4474 -0.8300  0.00
C: -2.3331 4.6776 -0.3127  0.00
N: -2.1495 4.5480 1.0387  0.00
C: -2.7477 5.9861 -0.8773  0.00
O: -2.9064 6.0422 -2.1788  0.00
O: -2.9307 6.9201 -0.1297  0.00
C: -2.0202 2.9393 -2.2292  0.00
O: -2.2741 3.7156 -3.1604  0.00
O: -1.6986 1.7122 -2.3363  0.00
H: -1.0546 1.7553 2.5632  0.00
H: -2.4049 2.6674 3.2535  0.00
H: -0.7982 3.4004 3.2083  0.00
H: -2.2856 5.3115 1.6836  0.00
H: -2.7126 5.1506 -2.6209  0.00
O: -1.9431 -1.9038 1.2524  0.01
C: -0.9825 -1.2171 1.5670  0.00
O: -0.7249 -0.0167 1.1610  0.01
C: 0.0378 -1.7581 2.5485  0.00
C: 0.0492 -3.1188 2.8183  0.00
C: 1.0251 -3.7001 3.6343  0.00
C: 1.9606 -2.8529 4.1746  0.00
O: 3.0319 -3.1590 4.9761  0.00
C: 3.5097 -1.8993 5.4418  0.00
O: 3.0096 -0.8982 4.5618  0.00
C: 1.9456 -1.4915 3.9227  0.00
C: 1.0064 -0.9121 3.1102  0.00
H: -0.7195 -3.7249 2.3582  0.00
H: 1.0449 -4.7622 3.8356  0.00
H: 4.5972 -1.8933 5.4181  0.00
H: 3.1302 -1.7192 6.4539  0.00
H: 1.0007 0.1481 2.9040  0.00
I: 4.8844 1.2573 -0.4170  0.00
C: 2.9095 1.3478 -0.9881  0.00
C: 2.4123 1.6510 -2.2372  0.00
N: 1.0761 1.5910 -2.1337  0.00
N: 0.6814 1.2595 -0.8998  0.00
C: 1.7831 1.1107 -0.1841  0.00
H: 2.9063 1.8955 -3.1616  0.00
H: 0.3499 1.6925 -2.8346  0.00
H: 1.7150 0.8134 0.8480  0.00


Below is a cluster of 8 separate species, C22H40Cl6F6N4O8 in total in a non-equilibrium geometry, with properties calculated with ωB97M-V/def2-TZVPD.

As for the structure (SMILES): CCOC(=O)C(F)(F)F.CCOC(=O)C(F)(F)F.ClC(Cl)Cl.ClC(Cl)Cl.CN(C)C=O.CN(C)C=O.CN(C)C=O.CN(C)C=O. For the relative energy (zero: lowest compared OMol25 entry of this formula, charge and spin), the calculation gives 3.414 eV. As for the LUMO energy: 0.128 eV.

Last column: Löwdin charge in e.
CARTESIAN COORDINATES (ANGSTROEM)
C: 1.4981 0.4316 -0.0748  -0.34
O: 0.9316 -0.1626 0.8292  0.00
N: 2.7744 0.1696 -0.4114  -0.18
C: 3.4766 1.0182 -1.3959  -0.05
C: 3.6348 -0.8103 0.2464  -0.05
H: 1.0397 1.2312 -0.6770  0.13
H: 2.8475 1.8710 -1.6508  0.08
H: 3.6479 0.3975 -2.2754  0.08
H: 4.4664 1.3587 -1.0918  0.08
H: 3.9927 -1.6817 -0.3018  0.09
H: 4.4674 -0.3015 0.7323  0.09
H: 3.1200 -1.2673 1.0915  0.08
C: 2.8325 -0.8308 8.8094  -0.33
O: 2.5861 -0.9725 10.0032  0.00
N: 3.4818 0.2463 8.3038  -0.18
C: 3.6533 0.3637 6.8584  -0.08
C: 4.0252 1.3990 9.0259  -0.04
H: 2.5814 -1.5776 8.0403  0.13
H: 3.5011 1.3734 6.4768  0.08
H: 2.9540 -0.2255 6.2651  0.08
H: 4.6578 0.0404 6.5855  0.09
H: 3.5629 1.4707 10.0104  0.08
H: 5.0640 1.3685 9.3548  0.08
H: 3.9270 2.2779 8.3888  0.08
C: -2.6501 -2.9926 5.6123  -0.36
O: -1.9169 -3.5701 6.3898  0.01
N: -3.5927 -2.1539 6.0789  -0.18
C: -4.2001 -1.1434 5.1802  -0.07
C: -3.6711 -1.6665 7.4741  -0.05
H: -2.5176 -3.1061 4.5252  0.14
H: -5.2359 -0.9787 5.4768  0.08
H: -4.1856 -1.5994 4.1903  0.08
H: -3.7112 -0.1701 5.1389  0.09
H: -2.8121 -1.0084 7.6056  0.09
H: -4.5667 -1.1276 7.7830  0.08
H: -3.6282 -2.4656 8.2142  0.09
C: 2.2617 6.8468 -2.7861  -0.33
O: 1.7041 6.2747 -1.8649  0.00
N: 3.5965 7.0625 -2.8108  -0.20
C: 4.3512 7.5144 -4.0083  -0.04
C: 4.4428 6.7866 -1.7255  -0.09
H: 1.7446 7.1566 -3.7074  0.13
H: 4.9827 8.3561 -3.7242  0.09
H: 3.7833 7.8480 -4.8768  0.08
H: 4.8941 6.6514 -4.3937  0.09
H: 4.8029 7.7279 -1.3104  0.09
H: 3.9141 6.3365 -0.8853  0.09
H: 5.3034 6.1333 -1.8693  0.09
C: 2.9440 -6.0370 -4.0311  -0.03
C: 2.5488 -4.4631 -4.1806  -0.13
O: 1.2867 -4.1744 -3.5132  0.01
C: 0.1090 -4.4986 -4.0290  -0.33
O: -0.0566 -4.9968 -5.1794  0.10
C: -1.0914 -4.2751 -3.0924  -0.55
F: -1.8424 -3.2385 -3.5739  0.14
F: -1.8145 -5.3776 -3.0025  0.19
F: -0.7194 -3.9506 -1.8636  0.18
H: 2.2219 -6.6796 -4.5348  0.06
H: 2.9120 -6.3674 -2.9928  0.07
H: 3.9181 -6.2602 -4.4663  0.07
H: 2.4161 -4.1311 -5.2102  0.11
H: 3.2813 -3.7266 -3.8501  0.11
C: -8.5131 2.7716 -6.8346  -0.07
C: -8.7128 1.8159 -5.7050  -0.18
O: -7.6131 2.1360 -4.7935  0.01
C: -7.7597 2.3414 -3.4664  -0.33
O: -8.8506 2.2565 -2.8837  0.13
C: -6.4917 2.7513 -2.7454  -0.54
F: -5.4009 2.6501 -3.5618  0.14
F: -6.5464 4.0220 -2.3714  0.18
F: -6.3326 2.0284 -1.6359  0.18
H: -8.5436 3.7905 -6.4485  0.09
H: -9.3087 2.6585 -7.5710  0.08
H: -7.5681 2.7085 -7.3741  0.08
H: -8.6332 0.7797 -6.0338  0.13
H: -9.7031 1.8700 -5.2528  0.12
C: 3.3578 -7.8474 5.1468  -1.51
Cl: 4.5247 -7.1662 6.3260  0.49
Cl: 3.4374 -9.5876 5.1289  0.54
Cl: 3.6079 -7.0023 3.5516  0.47
H: 2.3461 -7.6712 5.5122  0.01
C: -1.0705 0.4674 -7.6306  -1.54
Cl: -2.2012 1.7612 -8.2196  0.46
Cl: -0.3496 1.0196 -6.1364  0.53
Cl: 0.0998 0.1197 -8.8924  0.53
H: -1.7059 -0.3973 -7.4388  0.02